Record 1
{
  "formula": "C24H15ClFN5O2S",
  "method": "wB97M-V/def2-TZVPD",
  "spin_multiplicity": 1,
  "orbital_gap_ev": 8.1849,
  "e_homo_ev": -8.139,
  "relative_energy_kj_mol": 0.00,
  "smiles": "O=C1Nc2ccc(Cl)cc2[C@@]12Nc1ccccc1-c1nnc(SCc3ccccc3F)nc1O2",
  "species": ["Cl", "S", "F", "O", "O", "N", "N", "N", "N", "N", "C", "C", "C", "C", "C", "C", "C", "C", "C", "C", "C", "C", "C", "C", "C", "C", "C", "C", "C", "C", "C", "C", "C", "C", "H", "H", "H", "H", "H", "H", "H", "H", "H", "H", "H", "H", "H", "H", "H"],
  "coordinates": [[-3.632, 4.504, 2.300], [4.105, -1.351, 1.548], [6.609, 1.143, 0.872], [-0.452, 0.076, 0.767], [-1.073, -1.157, -1.920], [1.574, -0.715, 1.073], [2.176, -2.973, 0.856], [-2.108, 0.881, -2.019], [0.951, -3.279, 0.612], [-2.607, -0.890, 0.778], [-0.039, -2.384, 0.585], [5.832, 2.123, -1.114], [-3.203, 3.474, 0.984], [-2.636, 2.230, 1.254], [-2.569, -2.248, 0.470], [-2.635, -4.978, -0.075], [-2.532, 1.862, -1.133], [-1.364, -2.958, 0.366], [2.462, -1.703, 1.117], [0.322, -1.025, 0.792], [3.228, 1.577, -0.327], [4.771, 2.488, -1.925], [3.472, 2.216, -1.529], [-3.782, -2.921, 0.327], [-1.432, -4.326, 0.075], [4.032, 0.476, 1.787], [5.569, 1.483, 0.082], [-3.098, 3.095, -1.396], [4.275, 1.195, 0.504], [-1.564, -0.198, -1.386], [-2.308, 1.437, 0.179], [-3.433, 3.900, -0.316], [-1.719, 0.050, 0.147], [-3.822, -4.273, 0.067], [-3.274, 3.427, -2.406], [-4.701, -2.358, 0.427], [4.812, 0.685, 2.517], [-3.877, 4.868, -0.486], [2.645, 2.504, -2.160], [2.217, 1.359, -0.016], [-3.545, -0.534, 0.901], [6.854, 2.325, -1.394], [-2.455, 1.905, 2.265], [-0.500, -4.860, -0.019], [-2.124, 0.975, -3.023], [4.962, 2.985, -2.864], [-2.654, -6.033, -0.297], [3.045, 0.693, 2.189], [-4.773, -4.773, -0.038]],
  "forces_ev_per_a": [[-0.0705, 0.1801, 0.2222], [0.5065, 0.1390, 0.2595], [-0.0546, -0.0706, 0.0165], [0.0254, 0.0588, -0.0488], [0.0968, -0.0098, 0.0003], [-0.3368, -0.2645, -0.0410], [1.1293, -0.1321, 0.1643], [-0.1573, 0.2204, -0.5665], [-0.7809, -0.0451, -0.0994], [-0.0438, 0.5330, 0.0427], [0.5117, 0.6389, 0.1860], [0.1025, -0.0931, 0.1582], [0.0280, -0.1246, -0.1805], [-0.0200, 0.0344, -0.2245], [0.1726, -0.6324, -0.0200], [-0.0968, -0.0485, -0.0054], [-0.0697, 0.1856, 0.6093], [-0.6994, -0.2553, -0.0655], [-0.7420, 0.6665, -0.0708], [0.6833, -0.4604, 0.1044], [0.0674, 0.1074, -0.0399], [-0.0315, -0.0214, 0.0147], [-0.0630, 0.0365, -0.0904], [0.0494, 0.0589, -0.0108], [-0.0819, 0.1346, -0.0442], [0.0052, -0.5936, -0.0395], [-0.2917, 0.1547, -0.1738], [0.1009, -0.2267, -0.0343], [0.2245, 0.1006, -0.0388], [0.1768, -0.1960, -0.0066], [0.0139, 0.0046, -0.2720], [0.0461, -0.0678, 0.1988], [-0.4910, -0.0914, 0.0027], [0.0282, -0.0012, -0.0052], [-0.0278, 0.0574, -0.1189], [-0.0844, 0.0473, -0.0104], [-0.1042, -0.0120, 0.0248], [-0.0386, 0.0941, 0.0170], [-0.0723, 0.0262, -0.0521], [-0.0455, 0.0135, 0.0301], [0.1659, 0.0272, -0.0110], [0.1112, 0.0149, -0.0058], [0.0200, -0.0048, 0.1540], [-0.0176, -0.0749, -0.0147], [0.0491, -0.1219, 0.1052], [0.0265, 0.0451, -0.0779], [0.0161, -0.0970, -0.0153], [0.1433, 0.1026, 0.0775], [-0.0795, -0.0370, -0.0046]]
}

Record 2
{
  "formula": "C24H15GaN4O5",
  "method": "wB97M-V/def2-TZVPD",
  "spin_multiplicity": 1,
  "orbital_gap_ev": 7.3001,
  "e_homo_ev": -8.387,
  "relative_energy_kj_mol": 21.63,
  "species": ["Ga", "O", "O", "O", "O", "O", "N", "N", "N", "N", "C", "C", "C", "C", "C", "C", "C", "C", "C", "C", "C", "C", "C", "C", "C", "C", "C", "C", "C", "C", "C", "C", "C", "C", "H", "H", "H", "H", "H", "H", "H", "H", "H", "H", "H", "H", "H", "H", "H"],
  "coordinates": [[0.239, -0.996, -1.574], [-2.317, 0.115, -1.729], [-0.439, -1.345, -3.408], [3.653, 0.561, -2.694], [-3.158, 2.127, -2.239], [2.043, -0.888, -2.087], [0.197, 0.986, -2.261], [-2.984, -5.062, -4.592], [-1.212, -2.186, -3.988], [0.000, -3.309, -1.378], [2.606, 1.166, 2.328], [3.551, -0.949, 1.703], [-2.157, 1.261, -2.055], [-0.817, 1.845, -2.377], [3.673, 0.278, 2.340], [0.020, -0.749, 0.348], [1.289, -0.411, 1.052], [-2.810, 0.368, 4.157], [-0.527, -1.018, 3.404], [-2.550, 0.126, 2.816], [-1.159, -0.781, 0.974], [2.371, -1.288, 1.056], [-0.714, -3.603, -2.231], [1.424, 0.824, 1.687], [0.684, 3.556, -3.069], [-1.927, -0.086, 5.127], [-1.417, -3.365, -3.447], [-0.789, -0.786, 4.746], [-1.400, -0.556, 2.420], [-2.282, -4.300, -4.093], [1.436, 1.362, -2.551], [1.726, 2.656, -2.960], [-0.617, 3.148, -2.782], [2.508, 0.278, -2.439], [4.598, 0.545, 2.836], [2.693, 2.127, 2.820], [2.752, 2.909, -3.184], [-2.057, -0.985, 0.399], [0.362, -1.566, 3.116], [-1.456, 3.823, -2.870], [-2.127, 0.097, 6.175], [-3.249, 0.471, 2.059], [-3.979, 1.651, -2.047], [2.292, -2.241, 0.549], [0.871, 4.575, -3.384], [0.583, 1.510, 1.687], [-0.103, -1.156, 5.498], [4.382, -1.644, 1.697], [-3.705, 0.906, 4.446]],
  "forces_ev_per_a": [[-0.2324, 0.0910, -0.3348], [0.0503, -0.0680, 0.1011], [-0.1026, 0.1801, 0.0937], [-0.0798, -0.0298, 0.0271], [0.0587, -0.0101, 0.1337], [0.2439, 0.2097, -0.0802], [0.2637, 0.0998, -0.0066], [0.1141, 0.0978, 0.0761], [-0.0747, -0.4046, 0.1629], [0.3352, -0.3263, 0.4575], [-0.0183, -0.0074, -0.0118], [-0.0260, -0.0189, -0.0098], [0.0193, 0.0126, -0.4151], [0.0467, -0.0884, 0.1595], [-0.0196, 0.0101, 0.0116], [-0.0326, -0.0788, 0.2700], [-0.0081, 0.1326, -0.1250], [0.0061, 0.0025, -0.0073], [-0.0009, -0.0436, 0.0938], [-0.0272, -0.0186, 0.0174], [-0.0490, -0.0469, 0.1006], [0.0662, 0.0613, 0.0224], [-0.2504, 0.1757, -0.4472], [0.0668, 0.0632, -0.0092], [-0.0230, 0.0391, -0.0122], [0.0037, 0.0101, 0.0031], [0.0005, 0.1702, -0.1203], [-0.0038, -0.0065, -0.0421], [-0.0103, -0.0334, -0.0230], [-0.0533, -0.0424, -0.0096], [-0.0912, -0.0358, 0.0021], [0.0122, 0.0460, -0.0167], [0.0216, 0.0693, -0.0081], [-0.0583, -0.1586, 0.0099], [-0.0247, -0.0103, -0.0123], [-0.0044, -0.0269, -0.0187], [-0.0210, -0.0018, 0.0145], [0.0002, 0.0540, -0.0063], [-0.0678, 0.0120, 0.0401], [0.0235, -0.0266, 0.0006], [-0.0020, -0.0042, -0.0323], [0.0249, -0.0115, 0.0220], [-0.0674, 0.0317, -0.0036], [-0.0288, -0.0401, -0.0340], [-0.0029, -0.0308, 0.0025], [0.0414, -0.0160, 0.0001], [-0.0205, 0.0092, -0.0263], [-0.0201, 0.0241, 0.0026], [0.0221, -0.0157, -0.0124]]
}

Record 3
{
  "formula": "C24H15N4PPdS2Se",
  "method": "wB97M-V/def2-TZVPD",
  "spin_multiplicity": 1,
  "orbital_gap_ev": [4.9083, 4.6669],
  "e_homo_ev": [-8.400, -8.355],
  "relative_energy_kj_mol": 235.86,
  "species": ["Pd", "Se", "S", "S", "P", "N", "N", "N", "N", "C", "C", "C", "C", "C", "C", "C", "C", "C", "C", "C", "C", "C", "C", "C", "C", "C", "C", "C", "C", "C", "C", "C", "C", "H", "H", "H", "H", "H", "H", "H", "H", "H", "H", "H", "H", "H", "H", "H"],
  "coordinates": [[-0.320, -0.424, -0.138], [3.819, -0.915, -2.259], [1.568, -1.509, 1.260], [-0.481, -3.007, -0.094], [-2.087, 1.633, -0.704], [3.044, -4.104, 3.492], [-1.347, 0.025, 2.731], [0.926, -0.837, -1.873], [-0.303, -6.290, 1.683], [2.166, -4.115, 2.745], [-1.400, 0.530, -3.250], [-1.923, -1.743, -3.848], [2.207, 3.190, -0.897], [2.089, -0.867, -2.028], [-3.459, 4.039, -0.646], [-2.563, -1.933, -2.636], [-2.620, -0.889, -1.719], [0.577, 1.514, -0.435], [-4.362, 4.991, -1.088], [0.322, -5.324, 1.732], [-1.363, -0.507, -4.161], [0.757, -3.016, 1.089], [-0.117, 3.643, -1.340], [1.085, -4.128, 1.825], [-3.913, 2.703, -2.597], [-5.049, 4.798, -2.279], [1.894, 1.909, -0.447], [-4.821, 3.658, -3.033], [-2.020, 0.345, -2.011], [1.212, 4.045, -1.347], [-0.433, 2.369, -0.880], [-3.221, 2.891, -1.403], [-1.370, -0.333, 1.636], [-5.350, 3.506, -3.966], [-1.859, -2.560, -4.554], [-3.746, 1.808, -3.182], [-3.165, -1.008, -0.790], [3.239, 3.518, -0.903], [-3.007, -2.888, -2.390], [-0.933, 1.480, -3.483], [2.686, 1.245, -0.115], [-2.932, 4.179, 0.292], [-4.541, 5.882, -0.500], [-0.899, 4.306, -1.692], [-0.883, -0.363, -5.121], [1.471, 5.032, -1.710], [-5.769, 5.533, -2.615], [-1.257, 0.409, 3.651]],
  "forces_ev_per_a": [[3.6681, -2.8168, -0.8519], [-0.0584, -0.0235, -0.0630], [-1.3190, 1.0943, -1.1544], [-0.3303, 0.9020, 0.2207], [-0.7337, 0.7286, -0.3596], [-0.0586, 0.0939, -0.0669], [-0.4420, -0.2847, -0.1409], [-1.7978, 0.4954, 1.1753], [0.0775, 0.1439, -0.0209], [0.2508, 0.0804, 0.2250], [0.0121, -0.1425, -0.2031], [-0.1180, -0.1399, 0.1765], [-0.0697, 0.0358, -0.0050], [0.9020, 0.0554, 0.1902], [-0.0152, -0.0453, -0.0830], [-0.0001, -0.0698, -0.0660], [0.0172, 0.1679, -0.0910], [-1.3928, -0.0365, 0.1617], [0.0055, 0.0448, 0.0616], [-0.2123, -0.3019, -0.1663], [0.0972, 0.2818, -0.0353], [-0.0404, -1.1231, 0.3152], [0.0568, -0.0631, 0.0246], [0.0108, 0.4284, -0.1055], [0.0378, 0.1121, 0.1108], [-0.0285, 0.0144, -0.0570], [0.1933, -0.4746, 0.2957], [-0.0053, -0.0360, -0.0165], [-0.0547, 0.0348, 0.4186], [-0.0018, 0.0586, -0.0136], [0.0049, -0.1298, 0.1859], [0.0523, -0.1464, -0.0818], [1.3813, 1.2912, -0.0412], [-0.0198, 0.0032, 0.0196], [-0.0036, 0.0215, -0.0157], [-0.0239, -0.0037, -0.0466], [0.0549, -0.0571, 0.0587], [0.0019, -0.0629, 0.0140], [0.0007, -0.0007, -0.0325], [0.0246, -0.0038, 0.0189], [-0.0086, 0.0249, -0.0769], [-0.0233, 0.0330, 0.0155], [0.0078, -0.0107, 0.0070], [0.0114, -0.0077, -0.0016], [0.0294, -0.0053, 0.0367], [0.0124, -0.0146, 0.0100], [0.0264, 0.0167, -0.0016], [-0.1793, -0.1623, 0.0558]]
}

Record 4
{
  "formula": "C24H16AsF5N2O8SSr",
  "method": "wB97M-V/def2-TZVPD",
  "spin_multiplicity": 1,
  "orbital_gap_ev": 5.8747,
  "e_homo_ev": -2.162,
  "relative_energy_kj_mol": 79.53,
  "total_charge": -2,
  "species": ["Sr", "As", "S", "F", "F", "F", "F", "F", "O", "O", "O", "O", "O", "O", "O", "O", "N", "N", "C", "C", "C", "C", "C", "C", "C", "C", "C", "C", "C", "C", "C", "C", "C", "C", "C", "C", "C", "C", "C", "C", "C", "C", "H", "H", "H", "H", "H", "H", "H", "H", "H", "H", "H", "H", "H", "H", "H", "H"],
  "coordinates": [[0.948, -0.291, -0.431], [0.893, -3.275, -0.634], [1.955, 1.030, -3.190], [-0.974, 0.212, -2.726], [-2.915, 0.083, -4.534], [2.041, 1.574, -6.126], [0.068, 1.436, -7.903], [-2.449, 0.688, -7.140], [-0.389, -1.161, 1.369], [0.325, -2.248, -1.788], [1.999, 1.489, 3.392], [2.831, -2.160, 6.589], [1.133, -3.425, 6.956], [-2.640, -2.294, 2.350], [2.342, 0.576, 1.356], [-2.105, -4.024, 3.504], [1.717, -2.568, 6.305], [-1.889, -2.886, 3.093], [-0.621, -2.262, 3.460], [1.871, -4.738, -1.434], [0.016, -1.308, 2.566], [-1.451, 0.761, -6.234], [-0.189, 2.119, -0.278], [1.910, 0.600, 2.554], [2.336, -2.429, 0.340], [-0.659, 0.540, -3.984], [-1.679, 0.459, -4.910], [-0.716, 3.236, -0.239], [-0.858, 5.519, 0.681], [-0.060, -2.682, 4.640], [-2.517, 7.077, -0.122], [0.829, 1.206, -5.673], [-0.180, 1.138, -6.609], [-1.449, 6.773, 0.716], [1.178, -0.656, 3.124], [1.690, -1.077, 4.328], [-2.990, 6.107, -1.000], [0.648, 0.907, -4.315], [-0.499, -4.067, 0.419], [1.114, -2.116, 5.069], [-2.405, 4.849, -1.042], [-1.323, 4.526, -0.202], [2.765, -4.341, -1.912], [2.929, -1.965, -0.453], [-0.550, -3.447, 5.226], [-3.821, 6.334, -1.658], [-0.029, 5.274, 1.332], [-2.766, 4.092, -1.726], [-1.073, 7.522, 1.405], [-1.300, -3.338, 0.512], [2.553, -0.569, 4.737], [2.149, -5.476, -0.682], [-0.848, -4.954, -0.110], [-0.142, -4.340, 1.411], [-2.977, 8.058, -0.090], [2.922, -3.206, 0.824], [2.061, -1.679, 1.080], [1.247, -5.202, -2.196]],
  "forces_ev_per_a": [[-0.9482, 3.6685, -1.4047], [0.1158, -1.2117, -0.0715], [0.1225, -0.2832, 0.1747], [0.0624, -0.0096, 0.0922], [0.0342, 0.0068, 0.0137], [-0.0216, -0.0075, 0.0074], [-0.0170, -0.0087, 0.0271], [0.0154, 0.0061, -0.0170], [0.3878, -0.0160, 0.6204], [-0.0957, -0.1721, -0.0369], [0.4095, 0.2776, -0.1386], [0.0235, 0.2953, 0.2076], [-0.1596, 0.1277, 0.2405], [-0.2043, 0.1370, 0.1383], [-0.1370, -0.5752, 0.5082], [-0.1194, -0.0722, 0.1933], [0.1751, -0.5746, -0.6927], [0.5271, -0.1234, -0.4043], [-0.0401, 0.3495, -0.3176], [-0.1220, -0.0828, -0.1133], [-0.2513, -0.4471, -0.1941], [-0.1057, 0.0030, -0.1378], [-0.4443, 0.4525, 0.0642], [-0.4770, -0.1296, -0.1028], [0.1651, -0.5830, 0.2371], [-0.0413, -0.1307, 0.0676], [-0.2186, -0.0521, 0.1416], [0.2154, -0.5631, -0.0568], [-0.1712, 0.0306, -0.1272], [-0.2982, -0.3683, 0.4279], [-0.0237, 0.0358, 0.0019], [0.0997, 0.0135, 0.0058], [0.0810, 0.0555, -0.1922], [0.0124, -0.0941, -0.0338], [0.2153, -0.0032, 0.2700], [0.0752, 0.0288, 0.0673], [0.0824, -0.0822, 0.0359], [0.2147, 0.0756, -0.0384], [0.0645, -0.0878, 0.1306], [0.0107, 0.2744, 0.0193], [0.0792, 0.1390, 0.1228], [0.0702, -0.0386, 0.0279], [0.0056, 0.0478, 0.0141], [0.2643, -0.1113, 0.1159], [0.0217, 0.0449, -0.0499], [0.0028, -0.0039, 0.0013], [0.0005, 0.0047, -0.0039], [-0.0008, 0.0027, 0.0020], [-0.0011, -0.0081, -0.0034], [0.0350, 0.0697, -0.0412], [-0.0290, 0.0416, -0.0677], [-0.0034, 0.0066, 0.0287], [0.0131, -0.0018, 0.0135], [0.0205, -0.0273, -0.0236], [0.0087, -0.0132, -0.0008], [0.0674, 0.0253, 0.0160], [0.2525, -0.3354, 0.2032], [-0.0202, -0.0025, 0.0325]]
}